1.
58
Properties=species:S:1:pos:R:3:forces:R:3 method="wB97M-V/def2-TZVPD" s_squared=6.026 orbital_gap_ev="7.9 / 6.1" e_tot_ha=-5970.1976 multiplicity=5 e_above_lowest_kcal_mol=0.0 charge=+1
Ru 0.66212 -0.19423 -0.05559 1.0 -1.6 0.1
O -3.19811 -1.68720 5.60436 0.0 0.2 -0.6
C -3.89305 -1.36637 4.70060 -1.0 -0.4 1.0
O -4.92366 -1.15581 4.14972 0.7 0.0 -0.1
C -2.57443 -0.96776 3.26288 0.6 0.2 -0.5
C -3.05829 -0.55674 2.04409 -0.2 0.0 0.1
C -2.11124 -0.25392 1.08329 0.0 0.0 0.1
N -0.79724 -0.35406 1.33864 -0.6 0.0 0.3
C -0.37134 -0.77115 2.53866 0.4 0.0 0.2
C -1.24598 -1.09966 3.56298 -0.1 0.0 0.1
C 1.15851 -0.86236 2.73829 -0.6 -0.1 0.3
O 1.56916 -1.28898 3.78596 0.1 0.1 -0.1
O 1.82760 -0.44152 1.71442 -0.2 0.1 -0.9
H -4.11596 -0.47724 1.83932 0.0 0.0 0.0
H -2.40019 0.06074 0.08891 0.0 0.0 0.0
H -0.85928 -1.43843 4.51400 0.0 0.0 0.0
C -0.25166 -6.88141 -1.81633 -0.1 0.0 0.1
O 0.86319 -6.36939 -2.53898 0.0 -0.1 0.0
C 1.18474 -5.09022 -2.40111 0.1 0.4 0.0
C 2.31787 -4.66309 -3.13905 0.1 -0.1 -0.1
C 2.73336 -3.37752 -3.04560 0.0 -0.1 -0.1
C 2.07629 -2.42100 -2.22370 -0.4 0.3 0.4
C 2.59003 -1.10113 -2.14217 0.2 -0.5 -0.1
C 3.77024 -0.68563 -2.97785 -0.1 0.2 0.1
O 2.13254 -0.18890 -1.38572 0.0 0.3 -0.2
C 0.90736 -2.84764 -1.50214 0.4 -0.4 -0.4
O 0.17028 -2.06796 -0.76116 0.1 1.0 0.5
C 0.50041 -4.18904 -1.61070 -0.3 0.1 0.2
H -0.28621 -7.94182 -2.04110 0.0 0.0 0.0
H -1.17711 -6.40414 -2.14406 0.0 0.0 0.0
H -0.12439 -6.73697 -0.74218 0.1 0.0 0.0
H 2.82962 -5.38428 -3.76088 0.0 0.0 0.0
H 3.60539 -3.07470 -3.60721 0.0 0.0 0.0
H 4.66470 -1.22948 -2.67310 0.0 0.0 0.0
H 3.94285 0.37781 -2.83520 0.0 0.0 0.0
H 3.58847 -0.88340 -4.03297 0.0 0.0 0.0
H -0.37898 -4.47325 -1.04985 0.0 0.0 0.0
C -0.17384 6.11496 1.86842 -0.2 -0.3 -0.1
Ge -1.01747 4.65017 0.87435 0.2 -0.1 0.0
C -1.42452 5.25766 -0.95323 0.1 -0.1 0.3
C -2.57095 3.83791 1.76450 0.2 0.2 -0.1
C 0.24894 3.06260 0.79000 -0.3 0.5 0.0
Se -0.12595 1.99469 -0.80031 -0.3 0.5 -0.1
C 1.22152 2.75172 -1.97018 0.1 -0.1 0.0
H -0.88161 6.94206 1.93078 0.0 0.0 0.0
H 0.71482 6.46532 1.34480 0.0 0.0 0.0
H 0.10147 5.81907 2.87933 0.0 0.0 0.0
H -2.31478 5.88604 -0.91943 0.0 0.0 0.0
H -1.62219 4.43125 -1.63415 0.0 0.0 0.0
H -0.60924 5.86290 -1.35043 0.0 0.0 0.0
H -3.46766 4.44534 1.64992 0.0 0.0 0.0
H -2.36849 3.72229 2.82953 0.0 0.0 0.0
H -2.76427 2.85277 1.33596 0.0 0.0 0.0
H 0.06064 2.41746 1.64705 0.0 0.0 0.0
H 1.30786 3.31387 0.77622 0.0 0.0 0.0
H 1.06289 3.82648 -2.00567 -0.1 0.0 0.0
H 1.08967 2.32097 -2.95866 0.0 0.0 0.0
H 2.20556 2.51234 -1.57826 0.0 0.0 0.0



2.
55
Properties=species:S:1:pos:R:3:forces:R:3 method="wB97M-V/def2-TZVPD" s_squared=0.784 orbital_gap_ev="6.2 / 6.6" e_tot_ha=-3118.4709 multiplicity=2 e_above_lowest_kcal_mol=23.3 charge=+2
V 0.29854 -0.28215 -0.54406 -1.2 0.8 0.5
C -1.89294 1.21523 3.62074 0.0 0.0 0.2
Si -1.29689 1.51925 1.90218 0.0 0.0 -0.1
C -2.61219 2.16211 0.77677 -0.1 0.0 -0.1
C 0.19389 2.62360 1.96491 0.2 0.1 0.0
C -0.68706 -0.15072 1.12397 0.7 -0.1 -0.3
C 0.71203 -0.50853 1.61526 0.6 0.0 0.2
C 1.05043 -0.99533 2.87667 -0.4 0.1 0.0
C 2.37244 -1.23637 3.18312 0.2 0.0 0.0
C 3.37909 -1.03044 2.23435 0.0 -0.1 0.3
C 3.02094 -0.59543 0.99271 -0.4 0.2 -0.3
N 1.72613 -0.32608 0.69744 0.8 -0.5 1.1
Si -1.90849 -1.66565 1.01624 0.1 0.0 -0.2
C -2.68566 -2.05752 2.64078 0.0 -0.1 0.2
C -3.18335 -1.24827 -0.26195 -0.2 0.1 -0.1
C -0.78338 -3.06808 0.48856 0.2 -0.1 -0.1
H -2.14566 2.18442 4.06176 0.0 0.0 0.0
H -1.12043 0.77219 4.25310 0.0 0.0 0.0
H -2.78515 0.59435 3.66970 0.0 0.0 0.0
H -2.87697 3.18642 1.05022 0.0 0.0 0.0
H -3.52349 1.56329 0.83719 0.0 0.0 0.0
H -2.28319 2.17135 -0.26545 0.0 0.0 0.0
H -0.10880 3.64605 2.20317 0.0 0.0 0.0
H 0.73581 2.66172 1.01957 0.0 0.0 0.0
H 0.89628 2.30443 2.73946 0.0 0.0 0.0
H 0.26720 -1.15537 3.60452 0.0 0.0 0.0
H 2.63268 -1.59940 4.16954 0.0 0.0 0.0
H 4.41675 -1.22551 2.46369 0.0 0.0 0.0
H 3.73362 -0.43755 0.19551 0.0 0.0 0.0
H -3.43510 -1.31951 2.92425 0.0 0.0 0.0
H -1.96863 -2.16454 3.45637 0.0 0.0 0.0
H -3.20025 -3.01781 2.53132 0.0 0.0 0.0
H -4.07133 -0.82443 0.21181 0.0 0.0 0.0
H -3.49679 -2.15334 -0.78762 0.0 0.0 0.0
H -2.83764 -0.53874 -1.01337 0.0 0.0 0.0
H -0.23854 -3.46673 1.34770 0.0 0.0 0.0
H -0.03359 -2.83949 -0.28158 0.0 0.0 0.0
H -1.37657 -3.88153 0.06351 0.0 0.0 0.0
I -0.66878 -3.21979 -4.34269 0.0 -0.1 0.0
C 0.41799 -1.47537 -4.22699 0.0 -0.1 -0.3
C 1.22579 -1.04358 -5.31237 -0.1 0.0 0.1
C 1.93187 0.12896 -5.26679 0.0 0.0 0.1
I 3.05902 0.68589 -6.90885 0.1 0.0 -0.1
C 1.88442 0.95038 -4.09917 0.0 0.2 0.0
C 2.50432 2.20530 -3.92811 0.0 -0.1 -0.1
C 2.35031 2.89779 -2.75273 0.0 0.0 0.1
C 1.61393 2.33978 -1.70733 0.0 -0.1 0.0
N 1.01251 1.16166 -1.81871 0.1 0.0 -0.4
C 1.11006 0.49663 -3.02618 -0.1 0.0 0.2
C 0.36792 -0.69455 -3.11741 -0.2 0.2 0.7
O -0.38798 -0.92870 -1.96812 0.1 -0.5 -1.6
H 1.26521 -1.66071 -6.19965 0.0 0.0 0.0
H 3.09634 2.62125 -4.73369 0.0 0.0 0.0
H 2.80726 3.86651 -2.61208 0.0 0.0 0.0
H 1.52607 2.85269 -0.76121 0.0 0.0 0.0



3.
52
Properties=species:S:1:pos:R:3:forces:R:3 method="wB97M-V/def2-TZVPD" s_squared=6.017 orbital_gap_ev="8.5 / 5.4" e_tot_ha=-1404.9658 multiplicity=5 e_above_lowest_kcal_mol=0.0 charge=+2
C 2.80190 0.50879 3.64891 0.0 1.6 0.3
C 3.10759 -0.91046 3.30913 -0.1 -1.1 -0.8
H 3.03561 1.17253 2.81401 0.1 0.0 0.0
H 3.36769 0.89869 4.50655 -0.2 -0.2 -0.2
H 1.74685 0.69665 3.84317 -0.2 -0.1 0.3
H 3.47908 -0.94384 2.27629 0.1 -0.3 0.4
H 3.86070 -1.34856 3.96617 -0.2 -0.1 -0.1
H 2.19695 -1.54058 3.30476 0.5 0.1 0.2
C 1.04083 2.73509 -2.29756 0.2 0.4 -0.8
C 1.39550 3.56714 -3.36674 -0.3 -0.7 0.5
C 1.52912 2.97994 -4.62693 0.1 0.4 0.0
C 1.40395 1.60208 -4.79386 -0.4 -0.9 0.4
H 0.95348 3.06536 -1.25608 0.0 0.1 -0.6
H 1.52969 4.62008 -3.16882 0.1 0.0 -0.3
H 1.74136 3.62000 -5.48317 0.1 -0.3 0.2
H 1.56485 1.09628 -5.75292 0.0 0.5 0.3
N 0.80320 1.44896 -2.51262 0.2 -0.8 0.5
C 1.01750 0.81552 -3.69197 0.1 1.8 -0.1
C 0.87569 -0.64381 -3.66275 -0.2 -1.6 0.0
N 0.55805 -1.17302 -2.45560 0.7 0.8 0.5
C 0.62589 -2.47323 -2.19922 -0.1 -0.4 -0.5
C 0.97601 -2.89500 -4.53078 0.0 -0.4 0.1
C 0.77825 -3.39521 -3.24026 -0.1 0.6 0.2
H 0.58651 -2.76004 -1.14216 -0.3 0.0 -0.5
H 0.73487 -4.45188 -3.00669 0.1 0.1 -0.2
C 1.10608 -1.52400 -4.73497 -0.2 1.1 0.1
H 1.35962 -1.08283 -5.70819 -0.2 -0.5 0.4
H 1.04148 -3.59214 -5.37076 0.1 0.3 0.3
Pd 0.43201 0.26671 -0.75362 0.2 -0.2 -1.1
I 3.05401 -0.20125 -0.61370 0.1 0.0 0.4
C -1.17444 0.30990 4.99706 -0.6 0.8 0.8
N -1.66000 -0.04970 3.68311 2.5 -0.9 0.2
C -1.75181 -1.47031 3.48428 -1.1 -0.8 -0.1
C -1.25863 0.78317 2.56272 -0.9 1.2 -0.2
C -2.06942 0.50666 1.32586 -0.5 -0.3 -0.4
C -3.47650 0.46755 1.43993 0.3 0.1 -0.4
C -4.29082 0.25460 0.32046 0.3 0.0 0.1
C -3.69540 0.02820 -0.92270 0.1 0.1 0.3
C -2.29255 0.01521 -1.02172 -0.8 0.0 -0.5
C -1.50384 0.27810 0.06451 0.0 0.0 1.2
H -1.84465 -0.10852 5.76310 0.2 0.1 -0.3
H -1.13877 1.39925 5.11219 0.0 -0.3 -0.1
H -0.16770 -0.10494 5.19618 -0.3 0.0 -0.4
H -2.15505 -1.70075 2.49596 0.1 0.1 0.2
H -0.76593 -1.95756 3.60369 -0.1 0.4 0.0
H -2.41673 -1.89008 4.25553 0.2 0.1 -0.2
H -1.44473 1.81463 2.91761 0.3 -0.3 -0.3
H -0.17456 0.70724 2.34633 -0.2 -0.3 0.5
H -3.92213 0.60840 2.42736 0.0 0.1 -0.3
H -5.37908 0.26550 0.42810 0.4 0.0 -0.1
H -4.30851 -0.13192 -1.80830 0.2 0.0 0.2
H -1.81310 -0.18260 -1.97088 -0.3 -0.1 -0.3